70
Properties=species:S:1:pos:R:3 method="wB97M-V/def2-TZVPD" e_homo_ha=-0.2256 lumo_ev=-3.296 fmax_ev_per_a=3.2 molar_mass_g_mol=579.7 total_energy_ev=-67073.334 gap_ev=2.8 charge=0
C -4.264 -4.073 -0.953
C -3.998 -2.875 -0.322
C -2.716 -2.585 0.104
C -1.711 -3.502 -0.096
S -0.059 -3.161 0.515
C 0.702 -2.405 -0.909
S 2.367 -1.777 -0.789
C 3.261 -3.303 -0.469
C 3.716 -3.573 0.800
C 4.404 -4.745 1.044
C 4.634 -5.641 0.022
C 4.181 -5.356 -1.249
C 3.495 -4.185 -1.496
O 2.722 -1.351 -2.191
O 2.541 -0.900 0.424
O -0.232 -2.151 1.623
O 0.642 -4.491 0.657
C -1.967 -4.696 -0.725
C -3.248 -4.984 -1.153
H -5.271 -4.312 -1.256
H -4.791 -2.169 -0.151
H -2.485 -1.658 0.606
H 0.279 -2.549 -1.877
H 3.515 -2.862 1.588
H 4.760 -4.963 2.035
H 5.172 -6.557 0.212
H 4.361 -6.051 -2.050
H 3.137 -3.945 -2.485
H -1.158 -5.398 -0.860
H -3.454 -5.925 -1.632
C -5.712 1.807 1.410
N -4.841 2.840 0.834
C -5.424 4.170 0.607
C -3.450 2.595 0.638
C -2.970 2.077 -0.583
C -1.638 1.850 -0.775
C -0.699 2.131 0.235
C 0.731 2.128 -0.001
C 1.707 2.240 1.058
C 2.839 2.931 0.574
C 3.866 3.307 1.435
C 3.774 2.944 2.761
C 2.696 2.189 3.233
C 1.664 1.829 2.399
C 2.644 3.152 -0.839
C 1.393 2.595 -1.203
C 0.976 2.673 -2.540
C 1.777 3.316 -3.453
C 2.984 3.907 -3.069
C 3.431 3.825 -1.769
C -1.190 2.627 1.461
C -2.519 2.852 1.662
H -5.126 0.902 1.575
H -6.124 2.132 2.364
H -6.530 1.571 0.730
H -4.650 4.841 0.235
H -6.221 4.118 -0.134
H -5.827 4.585 1.531
H -3.679 1.880 -1.368
H -1.294 1.436 -1.704
H 4.685 3.901 1.064
H 4.546 3.253 3.447
H 2.678 1.880 4.265
H 0.868 1.187 2.738
H 0.063 2.201 -2.854
H 1.473 3.364 -4.486
H 3.573 4.439 -3.799
H 4.346 4.297 -1.454
H -0.481 2.907 2.220
H -2.872 3.261 2.593

***

77
Properties=species:S:1:pos:R:3 method="wB97M-V/def2-TZVPD" e_homo_ha="-0.5021 / -0.5058" lumo_ev="-10.554 / -10.091" fmax_ev_per_a=3.6 molar_mass_g_mol=816.0 total_energy_ev=-98314.059 multiplicity=2 gap_ev="3.1 / 3.7" charge=+2
Pd 0.540 -0.080 -0.226
C -0.991 3.309 -0.649
C 0.233 3.564 0.224
P 1.477 2.193 0.075
C 2.689 2.583 1.368
C 4.036 2.898 1.172
C 4.896 2.894 2.254
C 4.426 2.587 3.528
C 3.090 2.246 3.723
C 2.222 2.263 2.653
C 2.127 2.312 -1.624
C 1.712 1.319 -2.523
C 2.259 1.239 -3.788
C 3.254 2.135 -4.160
C 3.626 3.158 -3.300
C 3.047 3.268 -2.047
C -2.050 2.410 -0.018
P -1.780 0.531 0.004
C -2.889 0.051 -1.350
C -4.049 -0.690 -1.140
C -4.881 -0.960 -2.211
C -4.545 -0.534 -3.487
C -3.366 0.170 -3.705
C -2.544 0.471 -2.637
C -2.488 0.154 1.628
C -3.799 0.491 1.968
C -4.283 0.149 3.218
C -3.464 -0.503 4.132
C -2.142 -0.788 3.811
C -1.653 -0.460 2.562
H -0.675 2.922 -1.623
H -1.469 4.275 -0.835
H -0.046 3.689 1.273
H 0.754 4.468 -0.106
H 4.420 3.116 0.188
H 5.943 3.110 2.104
H 5.095 2.629 4.375
H 2.747 1.949 4.700
H 1.183 1.985 2.785
H 0.933 0.583 -2.226
H 1.932 0.476 -4.477
H 3.738 2.026 -5.117
H 4.388 3.860 -3.600
H 3.313 4.093 -1.404
H -2.993 2.553 -0.552
H -2.207 2.718 1.017
H -4.292 -1.044 -0.151
H -5.797 -1.506 -2.054
H -5.203 -0.729 -4.318
H -3.096 0.483 -4.702
H -1.636 1.043 -2.792
H -4.435 1.006 1.262
H -5.299 0.393 3.485
H -3.855 -0.792 5.094
H -1.503 -1.268 4.534
H -0.629 -0.701 2.277
O -1.672 -2.020 0.097
C -0.841 -2.722 -0.494
O 0.044 -2.237 -1.264
C -0.788 -4.205 -0.289
C -1.776 -4.915 0.364
C -1.604 -6.275 0.615
C -0.436 -6.919 0.208
C 0.544 -6.233 -0.478
C 0.382 -4.859 -0.749
S 1.530 -3.973 -1.633
H -2.673 -4.401 0.675
H -2.368 -6.838 1.128
H -0.297 -7.966 0.429
H 1.431 -6.743 -0.823
F 1.757 -1.200 1.313
P 3.309 -1.391 0.533
F 4.659 -1.503 -0.249
F 3.961 -1.238 1.953
F 2.457 -1.369 -0.915
F 3.276 0.248 0.355
F 3.086 -2.959 0.631

***

72
Properties=species:S:1:pos:R:3 method="wB97M-V/def2-TZVPD" e_homo_ha=-0.2784 lumo_ev=-1.368 fmax_ev_per_a=0.4 molar_mass_g_mol=732.9 total_energy_ev=-50315.022 gap_ev=6.2 charge=0
Os 0.031 -0.386 -0.225
N 7.895 6.277 -0.923
C 7.024 5.531 -0.865
C 5.930 4.596 -0.794
C 5.570 4.043 0.432
C 4.521 3.143 0.495
C 3.822 2.796 -0.657
C 4.184 3.356 -1.878
C 5.238 4.250 -1.951
C 2.693 1.828 -0.577
C 3.008 0.508 -0.335
C 4.311 -0.069 -0.239
C 4.140 -1.414 -0.070
C 2.741 -1.646 -0.061
N 2.065 -0.518 -0.214
C 1.397 2.334 -0.782
C 1.033 3.656 -1.089
C -0.345 3.677 -1.254
C -0.785 2.373 -1.032
N 0.246 1.559 -0.747
H 6.112 4.320 1.325
H 4.235 2.706 1.443
H 3.641 3.082 -2.773
H 5.528 4.681 -2.899
H 5.240 0.472 -0.319
H 4.903 -2.168 0.027
H 2.214 -2.581 0.050
H 1.712 4.489 -1.178
H -0.965 4.525 -1.495
H -1.793 1.986 -1.042
O -2.123 -0.649 -0.432
C -2.464 -2.035 -0.766
C -1.178 -2.891 -0.957
O -1.296 -4.039 -1.304
O -0.017 -2.322 -0.716
C -3.228 -2.025 -2.081
C -3.200 -0.915 -2.913
C -3.872 -0.934 -4.129
C -4.573 -2.063 -4.520
C -4.598 -3.178 -3.690
C -3.928 -3.161 -2.478
C -3.280 -2.575 0.400
C -4.586 -2.117 0.561
C -5.333 -2.494 1.665
C -4.781 -3.337 2.620
C -3.482 -3.796 2.465
C -2.732 -3.416 1.361
H -2.359 -0.514 0.510
H -2.657 -0.029 -2.613
H -3.845 -0.062 -4.770
H -5.098 -2.078 -5.466
H -5.140 -4.065 -3.989
H -3.936 -4.033 -1.838
H -5.019 -1.468 -0.191
H -6.347 -2.134 1.777
H -5.364 -3.637 3.481
H -3.048 -4.456 3.205
H -1.721 -3.787 1.250
C -0.025 1.474 2.989
C 0.124 -0.026 2.706
C -0.652 -0.840 3.747
C 1.599 -0.416 2.760
N -0.575 -0.247 1.440
H 0.378 1.712 3.975
H -1.076 1.765 2.963
H 0.513 2.057 2.237
H -0.254 -0.657 4.747
H -0.570 -1.907 3.531
H -1.709 -0.571 3.730
H 1.968 -0.277 3.777
H 2.204 0.201 2.096
H 1.732 -1.464 2.489